Entry 1:
Here is an isolated molecule of C2H8N2O from the Open Molecules 2025 dataset. Energies are from wB97M-V/def2-TZVPD.

```
13
Properties=species:S:1:pos:R:3:forces:R:3:lowdin_charge:R:1
O 1.535251 -0.480028 -0.032921 -1.15 -1.80 -0.28 -0.23
N 0.629787 0.426399 0.626527 2.06 2.46 -3.06 -0.03
N 2.814015 -0.124965 -0.307257 0.22 -0.42 -0.70 0.02
C -0.585704 0.417588 -0.152693 0.62 2.64 -1.91 -0.33
C -1.474325 -0.701874 0.178267 -3.50 -0.42 -0.07 -0.12
H 2.928146 0.612268 -0.964543 -0.53 0.83 -0.61 0.07
H -0.416272 0.480965 -1.267563 0.39 -0.12 1.22 0.13
H 3.315906 0.080701 0.501799 0.82 0.42 1.77 0.05
H 0.348174 -0.071102 1.385775 -0.16 -1.70 3.16 0.05
H -1.061601 1.416558 0.069006 0.26 -0.98 -0.05 0.12
H -1.207590 -1.211919 1.115879 0.01 -0.08 -0.46 0.08
H -2.417044 -0.097798 0.422543 0.50 -1.76 -0.32 0.09
H -1.700368 -1.439280 -0.663645 0.44 0.94 1.31 0.10
```
Forces are in eV/Å.

Calculated values
Gap between HOMO and LUMO in hartree: 0.383
Total charge: 0
Energy above the lowest of the compared OMol25 structures with the same formula, charge and spin in kcal/mol: 118.2
E in eV: -7227.2038
SMILES: CCNON

Entry 2:
Here is a cluster of 2 separate species, C2H8N2O in total from the Open Molecules 2025 dataset. Energies are from wB97M-V/def2-TZVPD.

```
13
Properties=species:S:1:pos:R:3:forces:R:3:lowdin_charge:R:1
O -0.752624 -0.600124 -1.816409 0.19 -0.18 -0.22 -0.14
N 0.596420 1.470686 0.330147 0.14 -0.51 -1.09 0.04
N 2.317065 0.096001 1.046056 -0.10 0.82 0.32 0.08
C -1.940024 -0.843744 -1.077465 0.18 0.00 -1.14 -0.16
C 1.144373 0.756817 1.224381 -0.57 -0.50 0.08 -0.39
H -0.398143 1.577380 0.467146 0.05 0.79 0.71 0.03
H -2.073706 -0.063263 -0.340222 -0.21 -0.30 0.62 0.06
H -0.198597 0.063219 -1.389006 -0.09 -0.01 0.21 0.03
H -2.773709 -0.791848 -1.772932 -0.24 0.31 -0.15 0.07
H -1.976305 -1.884968 -0.748265 0.28 0.24 0.73 0.07
H 2.849099 0.299577 0.217274 0.01 -0.39 -0.05 0.10
H 0.689671 0.592813 2.204514 -0.06 -0.35 -0.01 0.12
H 2.516480 -0.672545 1.654780 0.42 0.08 -0.03 0.09
```
Forces are in eV/Å.

Calculated values
Gap between HOMO and LUMO in hartree: 0.380
Total charge: 0
Energy above the lowest of the compared OMol25 structures with the same formula, charge and spin in kcal/mol: 40.9
E in eV: -7230.5547
SMILES: [H]/N=C/N.CO

Q: total charge of number 1 (C2H8N2O)?
A: 0